(1)
Molecular formula: C48H58BaFN2PSi2
Method: DFT, the ωB97M-V functional and the def2-TZVPD basis

Atoms and positions in Å:
Ba: -0.454 1.247 -0.031
C: 2.347 -0.163 2.122
C: 3.420 0.917 1.967
C: 2.874 2.292 2.365
C: 4.055 0.776 0.590
C: 5.307 0.170 0.549
C: 5.932 -0.121 -0.650
C: 5.263 0.139 -1.833
C: 4.008 0.742 -1.845
C: 3.343 0.894 -3.211
C: 2.097 0.011 -3.325
C: 3.034 2.323 -3.672
C: 3.409 1.121 -0.618
N: 2.209 1.869 -0.626
C: 2.435 3.212 -0.709
C: 3.682 3.872 -0.571
C: 3.811 5.247 -0.658
C: 2.713 6.067 -0.898
C: 1.476 5.465 -1.072
C: 1.381 4.099 -0.979
F: 0.133 3.530 -1.222
H: 1.807 -0.069 3.066
H: 2.781 -1.163 2.062
H: 1.643 -0.076 1.292
H: 4.214 0.684 2.682
H: 1.940 2.507 1.845
H: 3.579 3.086 2.129
H: 2.690 2.305 3.442
H: 5.803 -0.075 1.482
H: 6.918 -0.569 -0.662
H: 5.727 -0.128 -2.776
H: 4.072 0.492 -3.922
H: 1.346 0.338 -2.604
H: 2.338 -1.033 -3.124
H: 1.670 0.083 -4.328
H: 2.122 2.690 -3.210
H: 2.896 2.332 -4.756
H: 3.845 3.008 -3.424
H: 4.566 3.273 -0.394
H: 4.793 5.687 -0.536
H: 2.816 7.141 -0.963
H: 0.584 6.038 -1.294
C: -2.720 2.503 -1.635
Si: -3.064 2.408 0.251
C: -4.707 3.356 0.368
C: -1.895 3.638 1.120
C: -2.983 0.733 0.957
C: -2.548 0.761 2.349
C: -3.403 0.688 3.472
C: -2.937 0.916 4.742
C: -1.592 1.240 4.933
C: -0.786 1.233 3.816
N: -1.208 0.929 2.584
Si: -4.499 -0.255 0.551
C: -4.373 -1.964 1.332
C: -4.678 -0.415 -1.327
C: -6.202 0.391 1.083
H: -2.607 3.565 -1.868
H: -3.621 2.150 -2.140
H: -1.900 1.999 -2.159
H: -4.562 4.423 0.183
H: -5.141 3.237 1.362
H: -5.419 2.988 -0.371
H: -1.866 4.546 0.513
H: -0.861 3.431 1.409
H: -2.400 3.884 2.059
H: -4.460 0.506 3.312
H: -3.626 0.882 5.577
H: -1.185 1.476 5.905
H: 0.276 1.439 3.912
H: -3.406 -2.445 1.165
H: -5.155 -2.618 0.938
H: -4.514 -1.900 2.414
H: -3.728 -0.512 -1.850
H: -5.200 0.453 -1.737
H: -5.285 -1.293 -1.567
H: -6.225 0.775 2.106
H: -6.933 -0.422 1.036
H: -6.568 1.177 0.424
C: -2.087 -3.588 -4.202
C: -0.701 -3.625 -4.186
C: -0.006 -3.280 -3.036
C: -0.692 -2.892 -1.887
C: -2.085 -2.850 -1.913
C: -2.778 -3.201 -3.061
P: 0.206 -2.277 -0.422
C: -0.709 -3.037 0.971
C: -1.418 -4.235 0.887
C: -2.074 -4.738 2.000
C: -2.037 -4.048 3.205
C: -1.347 -2.850 3.294
C: -0.691 -2.345 2.181
C: 1.738 -3.291 -0.470
C: 1.691 -4.686 -0.452
C: 2.856 -5.430 -0.503
C: 4.086 -4.789 -0.573
C: 4.144 -3.406 -0.594
C: 2.974 -2.655 -0.543
H: -2.629 -3.860 -5.098
H: -0.156 -3.927 -5.072
H: 1.076 -3.323 -3.027
H: -2.631 -2.550 -1.026
H: -3.860 -3.166 -3.065
H: -1.487 -4.763 -0.056
H: -2.627 -5.666 1.924
H: -2.561 -4.440 4.067
H: -1.332 -2.293 4.223
H: -0.167 -1.400 2.240
H: 0.741 -5.197 -0.401
H: 2.806 -6.512 -0.487
H: 4.998 -5.372 -0.610
H: 5.095 -2.896 -0.648
H: 3.021 -1.574 -0.556

Values from the calculation:
gap between HOMO and LUMO: 7.0544 eV
multiplicity: 1

***

(2)
Molecular formula: C48H60BF3O23
Method: DFT, the ωB97M-V functional and the def2-TZVPD basis

Atoms and positions in Å:
C: 5.561 -5.632 1.677
C: 4.076 -5.590 2.127
B: 3.190 -5.831 0.845
O: 2.988 -7.138 0.497
C: 2.629 -4.607 0.002
C: 3.527 -3.584 -0.302
C: 3.170 -2.452 -1.025
C: 4.189 -1.364 -1.263
C: 4.360 -0.557 0.040
C: 5.771 -0.121 0.306
F: 6.175 0.839 -0.560
F: 5.915 0.386 1.545
F: 6.658 -1.133 0.194
C: 1.869 -2.316 -1.484
C: 0.942 -3.303 -1.167
C: 1.302 -4.443 -0.434
C: 0.198 -5.409 -0.146
O: 0.322 -6.611 -0.106
C: -1.141 -4.782 0.067
C: -2.047 -5.288 0.985
C: -3.269 -4.667 1.201
C: -4.178 -5.236 2.267
C: -4.047 -4.424 3.575
C: -3.617 -3.524 0.457
C: -4.934 -2.827 0.708
C: -5.499 -1.999 -0.450
O: -5.590 -0.587 -0.139
C: -4.393 0.049 -0.200
O: -4.149 0.909 -0.989
C: -2.705 -3.037 -0.472
C: -1.481 -3.651 -0.657
C: -0.472 -3.127 -1.613
O: -0.769 -2.606 -2.667
H: 6.215 -5.967 2.479
H: 5.912 -4.673 1.301
H: 5.680 -6.353 0.864
H: 3.935 -6.440 2.795
H: 3.850 -4.650 2.625
H: 2.922 -7.235 -0.458
H: 4.542 -3.672 0.064
H: 5.119 -1.803 -1.617
H: 3.797 -0.699 -2.030
H: 3.756 0.345 -0.027
H: 4.027 -1.166 0.878
H: 1.604 -1.428 -2.049
H: -1.774 -6.167 1.555
H: -3.845 -6.254 2.452
H: -5.210 -5.225 1.928
H: -4.981 -4.426 4.134
H: -3.289 -4.873 4.216
H: -3.727 -3.402 3.382
H: -5.687 -3.558 0.993
H: -4.845 -2.158 1.567
H: -4.943 -2.116 -1.379
H: -6.522 -2.293 -0.666
H: -3.659 -0.278 0.553
H: -2.942 -2.160 -1.060
C: -1.482 1.495 1.261
C: -0.306 0.965 2.056
C: 1.035 1.510 1.626
O: 1.925 0.439 1.962
C: 1.210 -0.716 1.905
O: 1.696 -1.801 1.904
O: -0.110 -0.454 1.831
H: -1.330 2.542 1.001
H: -1.620 0.916 0.346
H: -2.403 1.428 1.838
H: -0.460 1.113 3.120
H: 1.318 2.420 2.149
H: 1.087 1.680 0.546
C: -8.506 0.716 -0.281
C: -9.616 -0.142 -0.849
C: -10.922 0.579 -1.106
O: -11.887 -0.466 -0.944
C: -11.362 -1.382 -0.092
O: -11.974 -2.258 0.422
O: -10.040 -1.150 0.091
H: -8.540 1.722 -0.702
H: -8.590 0.781 0.804
H: -7.533 0.291 -0.508
H: -9.280 -0.658 -1.752
H: -10.992 1.007 -2.102
H: -11.117 1.354 -0.360
C: 4.900 2.759 -4.574
C: 3.770 1.854 -5.014
C: 2.490 2.566 -5.399
O: 1.489 1.589 -5.079
C: 1.981 0.812 -4.090
O: 1.337 0.036 -3.456
O: 3.301 1.026 -3.926
H: 4.901 3.681 -5.155
H: 4.804 3.000 -3.516
H: 5.865 2.276 -4.714
H: 4.095 1.186 -5.814
H: 2.438 2.829 -6.452
H: 2.312 3.457 -4.791
C: 4.297 3.941 6.301
C: 3.323 3.716 5.167
C: 2.416 4.889 4.866
O: 1.243 4.234 4.342
C: 1.191 2.999 4.888
O: 0.244 2.276 4.833
O: 2.351 2.694 5.494
H: 4.650 4.972 6.296
H: 3.822 3.725 7.257
H: 5.163 3.287 6.208
H: 3.848 3.390 4.266
H: 2.827 5.576 4.138
H: 2.135 5.441 5.764
C: -1.957 -1.703 -6.453
C: -0.574 -2.204 -6.804
C: 0.546 -1.544 -6.035
O: 1.644 -1.632 -6.959
C: 1.124 -1.656 -8.209
O: 1.753 -1.503 -9.205
O: -0.211 -1.869 -8.162
H: -2.021 -1.482 -5.387
H: -2.190 -0.805 -7.024
H: -2.716 -2.449 -6.686
H: -0.521 -3.291 -6.708
H: 0.783 -2.050 -5.103
H: 0.345 -0.491 -5.833
C: 1.487 9.803 2.367
C: 2.568 9.745 3.423
C: 3.981 9.914 2.903
O: 4.748 9.159 3.850
C: 3.944 8.201 4.355
O: 4.314 7.272 5.000
O: 2.655 8.433 4.022
H: 1.740 10.533 1.597
H: 1.354 8.826 1.904
H: 0.531 10.095 2.800
H: 2.366 10.456 4.226
H: 4.316 10.947 2.882
H: 4.113 9.468 1.914

Values from the calculation:
gap between HOMO and LUMO: 8.6927 eV
multiplicity: 1

***

(3)
Molecular formula: C48H60EuN6O6PS2Te
Method: DFT, the ωB97M-V functional and the def2-TZVPD basis

Atoms and positions in Å:
Eu: 12.914 12.817 16.820
C: 12.011 13.456 22.069
C: 11.648 13.346 20.562
N: 12.560 13.608 19.613
N: 13.471 14.480 19.934
C: 13.777 15.459 19.100
S: 13.241 15.729 17.474
S: 14.703 16.763 19.852
C: 16.260 15.870 20.030
C: 16.646 15.597 21.493
C: 15.849 16.061 22.554
C: 16.137 15.762 23.860
C: 17.178 14.853 24.077
C: 17.826 14.164 23.010
C: 17.603 14.649 21.741
C: 10.306 12.951 20.220
C: 9.263 13.024 21.193
C: 7.938 12.703 20.930
C: 7.591 12.196 19.671
C: 8.513 12.306 18.627
C: 9.867 12.642 18.859
O: 10.671 12.656 17.816
H: 13.080 13.748 22.104
H: 11.898 12.496 22.593
H: 11.448 14.314 22.513
H: 17.012 16.401 19.477
H: 16.208 14.947 19.397
H: 15.031 16.739 22.303
H: 15.567 16.213 24.717
H: 17.555 14.734 25.099
H: 18.557 13.398 23.175
H: 18.177 14.148 20.958
H: 9.539 13.274 22.227
H: 7.215 12.799 21.727
H: 6.633 11.706 19.506
H: 8.216 12.016 17.651
C: 15.986 10.100 19.272
C: 17.060 9.953 18.396
C: 17.399 10.987 17.494
C: 16.473 12.039 17.323
N: 15.297 12.022 18.009
C: 15.186 11.221 19.075
C: 16.705 13.098 16.342
C: 17.862 13.147 15.456
C: 18.055 14.260 14.632
C: 17.120 15.266 14.607
C: 15.998 15.113 15.455
N: 15.762 14.030 16.195
H: 15.737 9.359 20.018
H: 17.716 9.074 18.497
H: 18.410 11.073 17.056
H: 14.407 11.457 19.788
H: 18.645 12.388 15.498
H: 18.900 14.338 13.970
H: 17.269 16.112 13.984
H: 15.251 15.850 15.542
C: 7.247 15.801 12.688
C: 8.254 17.001 12.910
C: 7.579 18.175 13.719
C: 8.852 17.498 11.590
C: 9.323 16.342 13.787
C: 9.159 16.112 15.156
C: 10.142 15.499 15.933
N: 11.181 14.930 15.352
C: 11.387 15.061 13.993
C: 10.485 15.829 13.204
C: 12.475 14.303 13.434
C: 12.504 14.228 12.018
C: 13.369 13.397 11.362
C: 14.266 12.640 12.138
C: 14.273 12.808 13.520
N: 13.364 13.584 14.183
C: 13.244 13.255 9.832
C: 11.872 12.726 9.473
C: 14.458 12.429 9.368
C: 13.387 14.736 9.262
H: 6.571 16.094 11.887
H: 6.662 15.534 13.567
H: 7.757 14.891 12.403
H: 6.870 18.650 13.056
H: 8.332 18.951 13.942
H: 7.181 17.785 14.632
H: 8.043 18.051 11.059
H: 9.234 16.693 10.912
H: 9.659 18.256 11.725
H: 8.252 16.402 15.639
H: 10.079 15.434 17.012
H: 10.650 16.083 12.208
H: 11.720 14.757 11.489
H: 14.935 11.865 11.741
H: 15.031 12.293 14.150
H: 11.419 11.941 10.146
H: 11.954 12.317 8.471
H: 11.175 13.563 9.337
H: 14.487 11.419 9.747
H: 15.397 12.796 9.839
H: 14.559 12.402 8.277
H: 12.429 15.239 9.344
H: 13.645 14.699 8.236
H: 14.178 15.225 9.829
O: 12.479 10.646 18.524
H: 12.692 9.951 17.852
H: 11.483 10.689 18.404
O: 10.976 11.840 15.397
H: 10.235 12.025 16.035
H: 10.761 11.164 14.770
C: 15.452 7.106 12.899
C: 15.369 8.293 13.885
O: 14.177 8.120 14.766
P: 13.158 9.392 14.882
O: 13.759 10.634 15.503
Te: 12.183 9.434 12.642
O: 12.071 8.755 15.909
C: 11.597 7.339 16.034
C: 12.049 6.329 14.951
H: 16.497 6.790 12.790
H: 15.025 7.444 11.918
H: 14.913 6.202 13.287
H: 15.355 9.278 13.391
H: 16.193 8.251 14.594
H: 10.495 7.386 16.067
H: 11.919 7.066 17.046
H: 11.837 6.753 13.972
H: 11.487 5.357 15.050
H: 13.100 6.136 15.046

Values from the calculation:
ΔE to the lowest compared entry with this formula, charge and spin: 7.9 kcal/mol
gap between HOMO and LUMO (alpha / beta): 5.1715 / 6.1931 eV
multiplicity: 7
⟨S²⟩: 12.04

***

Quick rundown of DFT total energy, same order as above: -3019.19104 -3920.24107 -4761.23000 Eh